78
Properties=species:S:1:pos:R:3:forces:R:3 method="wB97M-V/def2-TZVPD" fmax_ha_per_bohr=0.02479 homo_energy_ev="-13.35 / -13.35" de_lowest_ev=5.6572 gap_ev="5.652 / 5.651" lumo_energy_ev="-7.70 / -7.70" mol_weight_g_mol=1113.79 total_charge=+2 e_tot_ha=-18415.71174
Ti -0.3040 -0.3319 0.3997 1.029 0.752 0.041
Br 0.9879 -2.1713 1.8544 -0.039 -0.021 0.051
B 2.9075 -1.7305 1.5720 -0.007 0.083 -0.048
B 4.2500 -2.8879 1.7300 0.100 -0.026 -0.009
C 5.4719 -1.7430 2.0953 -0.397 0.306 -0.427
B 4.0147 -1.4762 2.9440 0.164 -0.013 0.022
B 5.1514 -0.0724 2.4583 0.162 -0.148 -0.028
B 6.1060 -0.6225 0.9218 0.009 -0.116 0.081
B 5.5301 -2.3733 0.4686 0.136 0.040 0.155
B 3.7788 -2.2952 0.0830 0.047 0.021 -0.007
Br 2.8558 -3.3922 -1.2199 0.008 -0.026 -0.025
B 4.9199 -0.9226 -0.4158 0.049 0.025 0.106
Br 5.2641 -0.5531 -2.2750 -0.017 0.014 -0.060
B 4.6908 0.4821 0.7997 -0.017 -0.114 -0.011
Br 4.7633 2.3217 0.2131 -0.020 0.040 -0.009
B 3.4220 -0.0604 2.0137 -0.007 -0.019 -0.067
Br 2.0125 1.1276 2.6539 0.046 0.000 0.169
B 3.3379 -0.5737 0.2960 -0.104 -0.003 0.192
Br 1.9251 0.2615 -0.8343 0.171 -0.382 -0.124
H 4.2047 -3.9998 2.1104 -0.019 -0.042 0.031
H 4.7358 -1.3098 1.4338 -0.064 -0.012 -0.006
H 3.8136 -1.7078 4.0798 -0.033 -0.024 0.048
H 5.7052 0.5509 3.2859 -0.006 0.036 0.052
H 7.2418 -0.3499 0.8016 0.066 0.019 0.027
H 6.3279 -3.1459 0.0866 0.015 -0.065 -0.010
C -2.5661 0.7080 4.0149 0.044 0.002 -0.009
C -1.4765 0.3987 3.1954 0.006 0.029 -0.042
N -1.5436 0.5133 1.8758 -0.391 -0.355 0.043
C -2.7043 0.9331 1.3059 -0.386 -0.109 -0.329
C -3.8590 1.2027 2.0438 0.323 0.112 0.164
C -3.7540 1.0918 3.4447 0.004 -0.020 0.022
C -5.0634 1.5933 1.3719 0.000 0.029 -0.094
C -5.0960 1.7061 0.0268 -0.017 -0.007 0.084
C -3.9267 1.4354 -0.7569 0.232 0.157 -0.122
C -3.8877 1.5640 -2.1586 0.009 -0.029 -0.014
C -2.7306 1.2806 -2.8427 0.049 0.004 0.035
C -1.6122 0.8304 -2.1377 0.002 0.019 0.014
N -1.6164 0.7307 -0.8156 -0.546 -0.422 -0.204
C -2.7430 1.0465 -0.1239 -0.309 0.015 0.310
H -2.4573 0.6194 5.0860 -0.007 0.001 0.005
H -0.5356 0.0547 3.6057 -0.016 -0.008 0.028
H -4.6155 1.3088 4.0634 -0.007 -0.004 0.012
H -5.9433 1.7978 1.9670 -0.009 0.002 0.005
H -6.0024 2.0018 -0.4841 -0.011 0.008 0.000
H -4.7767 1.8763 -2.6914 -0.018 0.009 -0.005
H -2.6763 1.3645 -3.9183 -0.010 -0.003 -0.013
H -0.7058 0.5288 -2.6477 -0.025 -0.022 -0.002
O -0.2943 -1.6558 -1.0436 -0.027 0.091 -0.241
C -1.2459 -2.3470 -0.4985 0.073 0.266 0.208
O -1.6694 -1.7289 0.5692 -0.272 -0.069 0.075
C -1.7171 -3.5955 -0.9587 0.117 -0.036 -0.120
C -1.1213 -4.1436 -2.1102 0.011 0.086 0.075
C -1.5061 -5.3777 -2.5971 -0.084 -0.058 0.066
C -2.4941 -6.0337 -1.8825 0.015 0.045 0.019
O -3.0197 -7.2250 -2.1466 0.023 0.042 -0.006
C -3.9953 -7.5010 -1.1196 0.005 -0.082 -0.059
O -4.0134 -6.3655 -0.2578 -0.008 0.096 0.071
C -3.0903 -5.4948 -0.7288 0.051 -0.010 -0.065
C -2.7299 -4.2814 -0.2375 -0.057 -0.034 -0.003
H -0.3385 -3.5858 -2.6063 0.000 0.001 -0.007
H -1.0627 -5.8200 -3.4763 0.013 -0.006 -0.012
H -3.6773 -8.3837 -0.5661 -0.051 0.011 -0.020
H -4.9695 -7.6264 -1.5893 0.021 -0.036 0.037
H -3.1781 -3.8615 0.6512 -0.002 0.002 0.009
C 0.9297 3.9807 -2.9970 0.016 0.015 -0.031
N 0.7377 3.2281 -1.7677 -0.166 -0.005 -0.029
C -0.0272 3.6269 -0.7421 0.234 0.013 -0.145
S -0.0575 2.7078 0.6992 -0.101 -0.230 0.167
N -0.7055 4.7624 -0.8716 -0.042 -0.024 -0.045
C -1.5684 5.3631 0.1368 -0.032 0.007 0.014
H 1.6070 3.4235 -3.6377 0.005 -0.001 0.001
H 1.3762 4.9597 -2.8070 0.001 0.005 -0.003
H -0.0147 4.1053 -3.5296 -0.005 0.015 0.006
H 1.4027 2.5072 -1.5421 0.083 0.136 -0.014
H -0.5109 5.3262 -1.6859 0.000 0.003 0.016
H -1.8217 4.6124 0.8792 -0.018 0.013 -0.011
H -2.4753 5.7280 -0.3409 0.007 0.023 0.002
H -1.0612 6.1912 0.6300 0.000 -0.012 0.012